# 1
DFT (ωB97M-V/def2-TZVPD) results for a molecular structure, C5H6IO2P in a non-equilibrium geometry.

Its LUMO energy is -0.5 eV. The charge is 0. The value obtained for the energy relative to the best compared isomer or geometry (same formula, charge and spin) is 41.1 kcal/mol. Its HOMO-LUMO gap is 7.66 eV.

Geometry as XYZ:
```
15
Properties=species:S:1:pos:R:3:nbo_charge:R:1
C 0.45 0.59 -0.59 0.24
C 0.64 -0.82 -0.27 0.23
C 1.16 1.40 -1.31 -0.45
C 1.53 -1.52 -1.03 -0.50
C -1.51 0.24 0.76 0.09
O -0.66 1.10 0.06 -0.54
O -0.14 -1.27 0.76 -0.59
P -2.02 0.69 2.43 0.40
I -3.00 -0.72 -0.36 0.22
H 0.80 2.41 -1.54 0.22
H 2.10 1.09 -1.75 0.22
H 1.67 -2.58 -0.82 0.23
H 1.90 -0.84 -1.78 0.21
H -0.72 0.84 2.77 0.00
H -2.20 -0.62 2.67 0.01
```

# 2
DFT (ωB97M-V/def2-TZVPD) results for C22H16Cl2O4S in the gas phase in a non-equilibrium geometry.

Its LUMO energy is 0.1 eV. The charge is 0. The value obtained for the energy relative to the best compared isomer or geometry (same formula, charge and spin) is 0.0 kcal/mol. The SMILES is O=c1oc2ccccc2c(O)c1[C@H](C[C@H](O)c1ccc(Cl)cc1)c1ccc(Cl)s1. Its HOMO-LUMO gap is 8.71 eV.

Geometry as XYZ:
```
45
Properties=species:S:1:pos:R:3:nbo_charge:R:1
O 0.77 2.55 0.21 -0.58
C 0.73 2.17 -0.94 0.77
O 0.69 3.04 -2.01 -0.46
C 0.25 2.57 -3.21 0.39
C 0.12 3.51 -4.22 -0.27
C -0.38 3.16 -5.49 -0.17
C -0.73 1.80 -5.73 -0.23
C -0.52 0.85 -4.71 -0.15
C -0.03 1.23 -3.45 -0.21
C 0.20 0.28 -2.41 0.40
O -0.04 -1.05 -2.72 -0.66
C 0.64 0.73 -1.20 -0.23
C 0.98 -0.26 -0.12 -0.27
C -0.28 -0.47 0.75 -0.41
C -0.16 -1.76 1.60 0.08
O -0.18 -2.90 0.69 -0.75
C -1.31 -1.83 2.54 -0.04
C -1.25 -1.26 3.83 -0.21
C -2.37 -1.30 4.68 -0.21
C -3.59 -1.87 4.26 -0.06
Cl -4.98 -1.94 5.29 0.02
C -3.65 -2.41 2.98 -0.21
C -2.54 -2.42 2.15 -0.21
C 2.30 0.08 0.62 -0.14
C 2.44 0.55 1.90 -0.24
C 3.83 0.72 2.29 -0.27
C 4.71 0.41 1.30 -0.24
Cl 6.43 0.48 1.51 0.04
S 3.87 -0.06 -0.18 0.42
H 0.41 4.56 -4.08 0.23
H -0.55 3.87 -6.27 0.22
H -1.17 1.53 -6.67 0.22
H -0.86 -0.19 -4.93 0.24
H -0.02 -1.58 -1.89 0.50
H 1.18 -1.22 -0.59 0.22
H -1.17 -0.56 0.11 0.23
H -0.48 0.42 1.39 0.25
H 0.76 -1.82 2.16 0.19
H 0.09 -3.74 1.12 0.49
H -0.30 -0.86 4.16 0.22
H -2.30 -0.95 5.72 0.23
H -4.57 -2.85 2.60 0.22
H -2.68 -2.91 1.17 0.23
H 1.61 0.70 2.53 0.22
H 4.12 0.97 3.29 0.23
```

# 3
DFT (ωB97M-V/def2-TZVPD) results for 2 unconnected molecules or ions with the total composition C8H10Cl2Si in a non-equilibrium geometry.

Its LUMO energy (spin up / spin down) is -0.3 / -0.3 eV. The charge is 0. The value obtained for the energy relative to the best compared isomer or geometry (same formula, charge and spin) is 159.1 kcal/mol. Its HOMO-LUMO gap (spin up / spin down) is 7.98 / 7.96 eV.

Geometry as XYZ:
```
21
Properties=species:S:1:pos:R:3:nbo_charge:R:1
C -1.93 2.54 0.34 -0.19
C -1.29 2.09 -0.79 -0.21
C -1.60 2.01 1.60 -0.22
C -0.29 1.13 -0.67 -0.18
C -0.76 0.89 1.74 -0.20
C -0.08 0.48 0.54 -0.50
C 0.34 -2.61 1.36 -1.04
C 1.80 -1.92 -3.79 -0.25
Si 1.10 -0.97 0.67 1.37
Cl 1.78 -0.41 -4.46 0.07
Cl 1.87 -1.33 -1.24 -0.39
H -2.79 3.32 0.34 0.22
H -1.47 2.51 -1.68 0.21
H -2.12 2.50 2.32 0.21
H 0.19 0.90 -1.64 0.23
H -0.53 0.45 2.79 0.22
H -0.10 -3.15 0.58 0.25
H 1.08 -3.18 1.76 0.24
H -0.18 -2.41 2.21 0.23
H 2.74 -2.29 -3.28 0.14
H 2.26 -0.55 1.29 -0.21
```